(1)
10
Properties=species:S:1:pos:R:3:forces:R:3:mulliken_charge:R:1 method="wB97M-V/def2-TZVPD" lumo_energy_ev=0.66 de_lowest_kcal_mol=11.83 total_charge=0 fmax_ev_per_a=1.24
N 3.1052 0.1720 0.3760 -0.47 -1.13 -0.24 -0.436
H 0.7178 1.4346 -0.6758 -0.10 0.31 0.43 0.266
N -0.2050 -1.4456 0.1756 0.20 0.32 0.08 -0.560
C 2.1301 -0.4236 0.1794 0.87 0.57 0.11 0.294
C -1.3862 -0.7432 0.1224 -0.14 0.00 0.04 -0.310
H -2.3418 -1.2336 0.2408 0.17 0.03 0.12 0.383
C -1.1588 0.5932 -0.0991 -0.07 -0.10 -0.08 -0.225
C 0.7177 -0.5383 -0.0347 -0.09 0.25 0.03 0.278
H -1.7678 1.4828 -0.0534 -0.21 -0.27 -0.36 0.380
N 0.1887 0.7018 -0.2313 -0.17 0.04 -0.15 -0.069


(2)
9
Properties=species:S:1:pos:R:3:forces:R:3:mulliken_charge:R:1 method="wB97M-V/def2-TZVPD" lumo_energy_ev=-0.23 de_lowest_kcal_mol=21.48 total_charge=0 fmax_ev_per_a=3.81
F 1.0745 0.7590 1.3699 -0.28 -0.74 -0.92 -0.216
F 2.2638 -0.2613 -0.1475 -0.22 -0.78 0.56 -0.218
H -2.3083 -0.6324 0.4690 -0.34 0.55 1.01 0.079
O 0.0288 -1.8876 0.0436 0.27 1.06 -0.22 -0.458
P -1.7459 0.0168 -0.6104 0.85 -1.40 -2.00 0.022
F 0.9323 1.2692 -0.7880 -0.10 -0.57 0.98 -0.272
C 1.0601 0.2076 0.1302 1.59 3.28 -1.13 0.738
H -1.2091 1.2202 -0.3237 -0.59 1.66 1.22 0.053
C -0.0962 -0.6914 -0.1430 -1.19 -3.05 0.51 0.272


(3)
6
Properties=species:S:1:pos:R:3:forces:R:3:mulliken_charge:R:1 method="wB97M-V/def2-TZVPD" lumo_energy_ev=3.72 de_lowest_kcal_mol=2.83 total_charge=-1 fmax_ev_per_a=0.78
H -1.4868 0.8566 -0.8410 -0.21 0.14 0.74 0.268
H 0.5019 -1.4828 -0.7948 0.15 -0.14 -0.12 0.065
S -0.0813 0.2656 1.0932 0.30 0.01 -0.29 -0.689
S 1.3442 -0.6290 -0.1925 -0.44 0.15 0.24 -0.317
O -2.2701 0.8609 -1.4281 0.34 0.13 0.00 -0.616
H -1.9303 0.2993 -2.1197 -0.13 -0.30 -0.57 0.289


(4)
30
Properties=species:S:1:pos:R:3:forces:R:3:mulliken_charge:R:1 method="wB97M-V/def2-TZVPD" lumo_energy_ev=-2.95 de_lowest_kcal_mol=19.21 total_charge=+1 fmax_ev_per_a=3.14
C 1.6970 2.4169 2.7235 1.18 0.43 -0.20 -0.945
H -0.1882 2.6200 -0.6676 0.04 0.06 -0.21 0.466
C -0.0456 0.4760 -0.5411 -1.88 1.23 -1.14 0.046
H 0.8883 0.5331 2.2909 -0.25 0.97 -0.40 0.399
H -1.3122 -0.6761 0.6670 -1.29 0.76 0.36 0.199
H 0.0725 0.7385 -1.6151 0.66 -1.05 0.44 0.338
H 2.6337 2.0439 3.1490 -0.57 -0.10 0.23 0.278
H -1.3267 -2.6468 -0.4907 0.63 0.28 0.97 0.441
H -0.2253 -2.2267 -1.4605 1.00 0.65 -0.71 0.339
H -3.1167 -1.2790 -1.2467 0.87 -0.11 -0.30 0.426
C -1.1471 -0.5886 -0.3963 1.76 -0.85 0.38 0.102
H -0.3033 3.3875 1.4642 0.24 -1.46 0.13 0.288
H 3.1894 -2.0488 0.7638 0.03 -0.21 0.04 0.296
O 2.3580 -1.5733 0.8516 -0.11 0.19 -0.14 -0.593
N -0.5246 -1.9850 -0.5174 -0.50 -1.63 -0.22 -0.246
C -0.3426 2.2493 1.4522 -3.01 0.72 -0.57 -0.618
H 1.6461 3.5175 2.6743 -0.14 -0.63 -0.07 0.241
H -1.6832 1.9063 -0.1667 -1.00 -0.12 -0.47 0.197
C 0.7903 1.6400 2.1457 1.10 -0.42 0.71 0.115
H -2.9430 0.3924 -1.0856 0.61 -0.43 0.07 0.374
H 0.7284 -3.7410 -2.6144 0.14 -0.81 0.06 0.323
C -2.3324 -0.5037 -1.3515 -0.96 1.69 0.13 -1.319
H -2.0445 -0.2468 -2.4064 -0.04 -0.89 0.89 0.338
O 0.7881 -2.8062 -2.7802 0.10 0.39 -1.42 -0.694
C -0.6314 1.8373 -0.0636 2.00 0.24 1.97 -0.782
H 0.9073 -2.7585 -3.7614 -0.16 0.16 1.16 0.315
H 0.8739 0.1980 -0.0181 -0.25 0.13 -0.40 -0.204
H -1.2985 2.0238 2.0339 1.05 0.12 -0.58 0.266
H 0.2637 -2.2540 0.1521 -1.19 0.77 -0.83 0.321
H 2.6287 -0.6462 0.8150 -0.07 -0.07 0.10 0.293


Copy entry 1 word for word.
10
Properties=species:S:1:pos:R:3:forces:R:3:mulliken_charge:R:1 method="wB97M-V/def2-TZVPD" lumo_energy_ev=0.66 de_lowest_kcal_mol=11.83 total_charge=0 fmax_ev_per_a=1.24
N 3.1052 0.1720 0.3760 -0.47 -1.13 -0.24 -0.436
H 0.7178 1.4346 -0.6758 -0.10 0.31 0.43 0.266
N -0.2050 -1.4456 0.1756 0.20 0.32 0.08 -0.560
C 2.1301 -0.4236 0.1794 0.87 0.57 0.11 0.294
C -1.3862 -0.7432 0.1224 -0.14 0.00 0.04 -0.310
H -2.3418 -1.2336 0.2408 0.17 0.03 0.12 0.383
C -1.1588 0.5932 -0.0991 -0.07 -0.10 -0.08 -0.225
C 0.7177 -0.5383 -0.0347 -0.09 0.25 0.03 0.278
H -1.7678 1.4828 -0.0534 -0.21 -0.27 -0.36 0.380
N 0.1887 0.7018 -0.2313 -0.17 0.04 -0.15 -0.069